14
Properties=species:S:1:pos:R:3:forces:R:3:lowdin_charge:R:1 method="wB97M-V/def2-TZVPD" e_above_lowest_kj_mol=459.4 total_charge=0 homo_lumo_gap_ha="0.2936 / 0.2759"
C 1.109473 0.031516 -0.255581 0.0 0.8 0.4 -0.646
C 0.362183 1.053183 0.373384 -1.9 0.3 -0.4 -0.141
N -0.711588 1.688644 -0.179932 -1.0 -0.2 -2.0 0.069
N -0.824989 -1.147492 0.653770 0.4 0.9 3.2 -0.047
N -1.131914 -1.531663 -0.518268 -3.0 1.4 -3.0 -0.074
O 0.908995 -0.487017 -1.337415 0.4 0.4 -1.0 0.010
O 2.168266 -0.366442 0.494195 0.8 -0.2 1.2 0.060
H 0.550420 1.339623 1.357960 0.6 0.3 1.4 0.098
H -1.384950 2.385367 0.253596 1.7 -1.8 -0.6 0.137
H -0.960002 1.235114 -1.095540 0.0 1.2 1.3 0.103
H -0.057870 -1.692375 1.070428 -0.3 -0.1 -0.6 0.075
H -0.402003 -1.869691 -1.136502 0.2 0.0 -0.2 0.085
H -1.794834 -0.770850 -1.024491 1.9 -2.5 1.4 0.156
H 2.168809 0.132078 1.344396 0.1 -0.6 -0.9 0.115